# 1
Density functional theory data (ωB97M-V/def2-TZVPD) for C30H27CaN5O3Se as an isolated structure.

Cartesian coordinates (Å):
Ca1 0.224 -0.046 -0.710
C1 2.245 -4.350 1.267
C2 0.887 -3.835 1.655
C3 -0.256 -4.263 0.987
C4 -1.511 -3.791 1.341
C5 -1.646 -2.879 2.378
C6 -0.516 -2.444 3.055
C7 0.737 -2.918 2.692
H1 3.019 -3.611 1.475
H2 2.283 -4.587 0.206
H3 2.488 -5.257 1.827
H4 -0.155 -4.954 0.158
H5 -2.383 -4.120 0.792
H6 -2.623 -2.500 2.649
H7 -0.613 -1.731 3.866
H8 1.620 -2.564 3.215
C8 3.863 1.337 -3.348
C9 2.642 0.888 -2.829
N1 2.361 0.936 -1.543
C10 3.279 1.408 -0.682
C11 4.525 1.898 -1.109
C12 4.797 1.852 -2.489
C13 5.463 2.395 -0.153
C14 5.178 2.378 1.168
C15 3.936 1.853 1.641
C16 3.623 1.768 3.009
C17 2.426 1.223 3.398
C18 1.539 0.773 2.414
N2 1.806 0.850 1.125
C19 2.980 1.373 0.725
H9 4.049 1.262 -4.410
H10 1.875 0.477 -3.475
H11 5.752 2.211 -2.852
H12 6.410 2.776 -0.515
H13 5.891 2.746 1.895
H14 4.339 2.127 3.738
H15 2.157 1.132 4.441
H16 0.583 0.337 2.676
O1 -2.289 -1.762 -1.402
C20 -3.287 -0.902 -1.745
C21 -4.605 -1.271 -1.489
C22 -5.646 -0.428 -1.834
C23 -5.386 0.805 -2.427
C24 -4.075 1.199 -2.631
C25 -3.023 0.356 -2.296
C26 -1.576 0.750 -2.371
O2 -1.199 1.786 -1.769
O3 -0.771 -0.111 -2.840
H17 -1.562 -1.651 -2.043
H18 -4.789 -2.240 -1.043
H19 -6.666 -0.740 -1.655
H20 -6.202 1.455 -2.716
H21 -3.848 2.170 -3.055
C27 -2.475 3.661 0.361
N3 -2.970 2.423 0.961
C28 -4.410 2.190 0.874
C29 -2.170 1.387 1.019
N4 -1.462 0.478 1.141
H22 -2.740 3.706 -0.695
H23 -1.392 3.702 0.440
H24 -2.908 4.505 0.898
H25 -4.752 2.281 -0.158
H26 -4.929 2.917 1.498
H27 -4.644 1.188 1.225
Se1 3.189 -3.324 -2.967
C30 2.031 -2.588 -1.856
N5 1.281 -2.093 -1.106

## Properties
- Frontier orbital gap: 6.53 eV
- Energy relative to the best compared isomer or geometry (same formula, charge and spin): 47.1 kJ/mol
- Total energy: -128931.4192 eV

# 2
Density functional theory data (ωB97M-V/def2-TZVPD) for one molecule with the formula C3HCl3.

Cartesian coordinates (Å):
C1 0.867 0.023 -0.045
C2 -0.592 -0.051 0.042
C3 -1.811 -0.030 0.119
H1 -2.885 0.091 0.055
Cl1 1.571 -0.471 1.545
Cl2 1.407 -1.183 -1.254
Cl3 1.444 1.621 -0.463

## Properties
- Frontier orbital gap: 11.46 eV
- SMILES: C#CC(Cl)(Cl)Cl
- Energy relative to the best compared isomer or geometry (same formula, charge and spin): 9.1 kJ/mol
- Total energy: -40692.0400 eV

# 3
Density functional theory data (ωB97M-V/def2-TZVPD) for one molecule with the formula C5H7N3O.

Cartesian coordinates (Å):
C1 -0.271 1.077 -3.114
C2 -0.377 1.355 -1.722
C3 0.475 0.375 -0.919
C4 0.160 -0.718 2.267
C5 0.373 -1.322 0.904
N1 -0.276 0.817 -4.242
N2 -1.013 2.314 -1.193
N3 -0.256 -0.307 0.056
O1 1.665 0.322 -1.159
H1 -0.819 -0.648 2.531
H2 0.543 -1.381 3.146
H3 0.562 0.346 2.424
H4 1.389 -1.645 0.760
H5 -0.047 -2.253 0.659
H6 -0.947 2.295 -0.180
H7 -1.161 -0.628 -0.218

## Properties
- Frontier orbital gap: 9.88 eV
- SMILES: [H]/N=C(/C#N)C(=O)NCC
- Energy relative to the best compared isomer or geometry (same formula, charge and spin): 182.6 kJ/mol
- Total energy: -11814.4972 eV